# 1
Computed, not measured: a single C21H32N2O molecule, with ωB97M-V/def2-TZVPD.

Values from the calculation:
SMILES   CC(C)c1ccc(N[C@H]2CCCN(C(=O)CC3CCCC3)C2)cc1
HOMO energy   -7.8 eV
Kohn-Sham gap   8.5 eV
Charge   0
E_LUMO   0.75 eV

```
56
Properties=species:S:1:pos:R:3:forces:R:3:nbo_charge:R:1
C 0.0504 1.8895 4.7665 0.065 -0.217 0.172 -0.5952
C 1.0879 0.7712 4.8861 0.061 0.199 -0.082 -0.2294
C 2.4997 1.3525 4.9920 -0.179 -0.151 0.162 -0.5944
C 0.9934 -0.1876 3.7250 -0.018 -0.022 0.167 -0.0710
C 0.7390 -1.5369 3.9354 -0.003 0.067 -0.088 -0.1742
C 0.6540 -2.4235 2.8820 -0.025 -0.037 -0.103 -0.2608
C 0.8275 -1.9942 1.5648 0.048 0.131 0.301 0.1737
N 0.8028 -2.9284 0.5433 -0.017 -0.476 -0.099 -0.5988
C 0.5021 -2.5840 -0.8232 -0.314 -0.116 -0.041 -0.0480
C 0.7628 -3.7743 -1.7458 0.232 0.372 -0.087 -0.4000
C 0.4436 -3.3867 -3.1887 -0.270 -0.131 0.160 -0.4039
C -0.9890 -2.8637 -3.2972 0.138 0.025 -0.461 -0.2250
N -1.1959 -1.7609 -2.3786 -0.030 -0.393 -0.083 -0.4481
C -1.3527 -0.5029 -2.8679 -0.115 0.031 0.374 0.6996
O -1.4362 -0.2986 -4.0637 0.019 0.274 -0.317 -0.6362
C -1.4640 0.6134 -1.8402 -0.192 0.294 -0.472 -0.4874
C -1.5706 1.9794 -2.5146 -0.022 -0.247 0.162 -0.2188
C -1.9068 3.0939 -1.5142 -0.065 0.050 -0.176 -0.3978
C -1.2618 4.3366 -2.1169 0.087 -0.009 0.187 -0.3975
C 0.0782 3.8061 -2.6186 -0.024 0.075 -0.085 -0.4030
C -0.2543 2.4218 -3.1895 -0.001 0.035 -0.095 -0.4019
C -0.9654 -2.1298 -1.0062 0.379 0.209 0.274 -0.2297
C 1.0863 -0.6397 1.3519 -0.044 -0.119 -0.234 -0.2946
C 1.1669 0.2382 2.4146 -0.048 -0.044 0.201 -0.1394
H 0.2406 2.5016 3.8884 0.007 0.096 -0.114 0.1993
H 0.0851 2.5313 5.6443 -0.020 0.122 0.065 0.2060
H -0.9503 1.4707 4.6828 -0.109 0.025 -0.022 0.2112
H 0.8803 0.2118 5.8055 0.007 -0.005 -0.089 0.1988
H 2.5785 1.9993 5.8633 0.059 0.107 0.074 0.2051
H 2.7427 1.9361 4.1075 0.050 0.085 -0.111 0.2001
H 3.2315 0.5529 5.0860 0.113 -0.023 -0.001 0.2117
H 0.6001 -1.9025 4.9434 -0.012 -0.020 0.106 0.2075
H 0.4545 -3.4693 3.0729 -0.014 -0.112 0.019 0.2030
H 0.4273 -3.8231 0.8275 0.058 0.068 -0.032 0.3751
H 1.1606 -1.7625 -1.1251 -0.064 -0.025 -0.053 0.1944
H 0.1287 -4.6118 -1.4416 -0.041 -0.075 0.070 0.1907
H 1.8036 -4.0885 -1.6557 -0.005 -0.047 0.070 0.2213
H 1.1312 -2.6056 -3.5180 0.028 0.014 -0.067 0.2063
H 0.5673 -4.2476 -3.8464 0.038 0.005 -0.055 0.2147
H -1.7004 -3.6616 -3.0553 0.007 0.005 -0.020 0.1834
H -1.1919 -2.4944 -4.3033 -0.042 -0.127 0.142 0.2516
H -2.3569 0.4363 -1.2337 0.064 -0.076 0.125 0.2265
H -0.5934 0.6025 -1.1810 -0.009 -0.020 0.133 0.2129
H -2.3561 1.9179 -3.2713 0.043 0.015 0.045 0.2208
H -2.9803 3.2046 -1.3652 -0.053 -0.043 0.097 0.2104
H -1.4477 2.8767 -0.5469 0.015 0.000 0.106 0.1897
H -1.1519 5.1470 -1.3969 -0.050 0.087 -0.033 0.2073
H -1.8593 4.6959 -2.9559 -0.053 0.059 -0.044 0.1955
H 0.7687 3.7124 -1.7782 0.046 0.042 0.031 0.1913
H 0.5359 4.4596 -3.3598 0.103 0.028 0.027 0.2093
H -0.3888 2.4683 -4.2685 0.049 -0.059 -0.031 0.2197
H 0.5482 1.7103 -2.9959 0.058 -0.083 -0.068 0.1985
H -1.6293 -2.9673 -0.7529 0.059 0.037 0.069 0.1899
H -1.1877 -1.3083 -0.3280 -0.035 -0.038 -0.029 0.2264
H 1.2402 -0.2630 0.3523 0.012 0.026 -0.119 0.2040
H 1.3708 1.2789 2.2095 0.028 0.135 -0.026 0.1992
```
Positions in Å, forces in eV/Å.



# 2
Computed, not measured: a single C21H32N4O molecule, with ωB97M-V/def2-TZVPD.

Values from the calculation:
SMILES   CC(C)CCN1CCN(Cc2cccn2-c2ccccn2)C[C@@H]1CCO
HOMO energy   -8.2 eV
Kohn-Sham gap   9.0 eV
Charge   0
E_LUMO   0.83 eV

```
58
Properties=species:S:1:pos:R:3:forces:R:3:nbo_charge:R:1
C 0.5156 -0.0713 -5.7936 -0.133 0.059 0.263 -0.5969
C -0.4100 -0.2533 -4.5925 0.060 -0.168 -0.237 -0.2277
C -1.8656 -0.1447 -5.0390 0.239 0.068 0.191 -0.6040
C -0.1276 -1.5945 -3.9076 -0.168 0.319 0.233 -0.3977
C -0.7276 -1.6800 -2.5005 0.145 -0.134 -0.251 -0.2074
N -0.2362 -0.5994 -1.6618 -0.097 -0.006 0.007 -0.4780
C -1.1865 -0.1039 -0.6867 -0.117 -0.103 0.301 -0.2073
C -1.2262 -0.9213 0.6046 -0.202 0.309 -0.258 -0.2527
N 0.0991 -0.8880 1.2023 -0.037 -0.023 0.005 -0.4638
C 0.1453 -1.5397 2.5134 0.058 0.052 0.031 -0.2439
C -0.8734 -0.9925 3.4545 0.096 -0.611 -0.092 0.1175
C -2.0153 -1.6129 3.8951 0.313 -0.021 -0.035 -0.2748
C -2.7523 -0.6771 4.6488 -0.072 0.155 0.032 -0.3036
C -2.0494 0.4911 4.6247 -0.345 0.106 0.269 -0.0323
N -0.8988 0.3014 3.9128 -0.276 -0.304 0.039 -0.3635
C 0.0523 1.3162 3.7423 0.660 0.604 -0.040 0.3649
C 1.4072 1.0998 3.9817 -0.207 0.002 0.005 -0.2582
C 2.2739 2.1646 3.8215 -0.141 0.120 -0.013 -0.1348
C 1.7656 3.3980 3.4469 0.031 -0.107 0.075 -0.2505
C 0.3977 3.5104 3.2638 0.286 0.220 0.033 0.0590
N -0.4400 2.5016 3.4116 -0.401 -0.382 -0.044 -0.4310
C 1.0448 -1.5130 0.2914 0.143 -0.176 -0.290 -0.2505
C 1.0850 -0.8512 -1.1036 0.432 0.145 0.042 -0.0368
C 2.0143 0.3777 -1.1966 -0.161 0.061 0.271 -0.4163
C 1.6492 1.6420 -0.4135 0.083 -0.006 -0.417 -0.0621
O 1.5973 1.4631 0.9744 0.030 -0.129 0.198 -0.7739
H 0.3290 0.8840 -6.2788 0.014 0.096 -0.113 0.2056
H 1.5587 -0.0995 -5.4859 0.146 -0.011 -0.015 0.2034
H 0.3517 -0.8628 -6.5227 0.009 -0.100 -0.137 0.1976
H -0.2058 0.5364 -3.8628 0.004 -0.040 -0.053 0.2137
H -2.1085 -0.9389 -5.7427 -0.062 -0.104 -0.102 0.1980
H -2.5415 -0.2150 -4.1915 -0.182 -0.009 0.071 0.2016
H -2.0396 0.8106 -5.5290 -0.086 0.092 -0.058 0.2086
H -0.5288 -2.4119 -4.5107 0.058 -0.091 -0.087 0.2026
H 0.9537 -1.7319 -3.8425 0.083 -0.092 -0.017 0.1955
H -0.5085 -2.6751 -2.0789 -0.101 0.043 0.015 0.1714
H -1.8125 -1.5914 -2.5732 -0.023 -0.041 0.053 0.1960
H -0.9194 0.9222 -0.4260 -0.112 0.017 0.066 0.1989
H -2.1781 -0.0819 -1.1427 0.034 0.042 0.009 0.2043
H -1.5420 -1.9588 0.3938 0.006 0.009 0.065 0.1658
H -1.9412 -0.4771 1.2985 -0.015 -0.057 -0.044 0.2263
H 1.1632 -1.4131 2.8929 -0.031 -0.116 -0.041 0.2076
H -0.0461 -2.6232 2.4170 0.038 0.126 0.029 0.1914
H -2.2922 -2.6304 3.6970 0.013 -0.193 -0.121 0.2183
H -3.6882 -0.8506 5.1415 -0.166 0.048 0.114 0.2227
H -2.2558 1.4444 5.0673 -0.007 0.170 0.052 0.2253
H 1.7631 0.1354 4.3065 -0.001 -0.088 0.041 0.2203
H 3.3317 2.0351 3.9960 0.069 -0.023 -0.004 0.2176
H 2.4124 4.2489 3.3060 0.041 0.092 -0.022 0.2192
H -0.0586 4.4516 2.9863 0.060 0.114 -0.018 0.1928
H 0.7857 -2.5812 0.1590 -0.001 0.082 0.076 0.1714
H 2.0425 -1.4654 0.7353 -0.013 -0.041 -0.011 0.2128
H 1.5646 -1.5907 -1.7570 -0.078 0.045 0.106 0.2079
H 2.0745 0.6556 -2.2505 0.040 -0.030 -0.086 0.2107
H 3.0079 0.0558 -0.8743 0.094 0.020 -0.015 0.1975
H 0.7058 2.0584 -0.7937 0.094 0.024 -0.052 0.1510
H 2.4308 2.3896 -0.5873 -0.124 -0.040 -0.111 0.1774
H 0.9534 0.7482 1.1589 -0.017 0.006 0.091 0.4934
```
Positions in Å, forces in eV/Å.



# 3
Computed, not measured: a molecular structure, C21H32N4O5S2, with ωB97M-V/def2-TZVPD.

Values from the calculation:
HOMO energy   -8.2 eV
Kohn-Sham gap   7.7 eV
Charge   0
E_LUMO   -0.52 eV

```
64
Properties=species:S:1:pos:R:3:forces:R:3:nbo_charge:R:1
C 3.3640 1.7063 2.9690 -5.189 3.131 -4.614 -0.5903
H 2.3244 2.1869 3.3072 1.852 -1.114 -0.414 0.1940
H 2.9447 0.9186 2.1272 1.733 1.942 2.169 0.1948
H 3.7702 1.3029 3.7914 1.713 -1.739 2.711 0.2046
C 4.1678 2.9528 2.3844 3.962 -11.701 -2.238 -0.0856
N 3.7764 3.5385 1.2603 -1.161 -0.222 -2.580 -0.5215
C 3.0084 4.5912 1.7877 -1.715 3.690 -8.621 -0.1890
H 2.3365 4.3811 2.4697 -2.130 -1.411 4.528 0.2148
H 3.4458 5.5891 1.7440 0.488 -0.048 0.927 0.1925
C 1.7180 4.9321 0.6448 4.762 -5.678 1.029 -0.4021
H 1.3668 5.7909 0.7496 -3.390 7.454 1.696 0.1953
C 0.7511 3.9250 0.3418 -9.230 1.333 6.696 -0.1544
N 1.1716 2.7479 0.0966 9.714 -11.328 -8.288 -0.6149
C 0.9904 1.3284 0.3843 -4.301 6.699 5.754 0.6776
O 0.0222 1.2820 1.2199 2.364 -2.630 -2.018 -0.6328
C 1.8915 0.2427 -0.1463 -5.522 3.161 -1.484 -0.2852
N 1.1756 -0.0560 -1.3530 3.220 2.206 -3.542 -0.4432
C 1.6952 0.6520 -2.5099 -12.737 -14.509 -1.733 0.7418
O 2.3577 1.4804 -2.5911 12.264 14.322 1.334 -0.5187
C 1.0967 0.2468 -3.9097 -2.217 0.857 -1.521 -0.6623
H -0.0586 0.7711 -3.9894 3.171 -1.576 0.160 0.2419
H 1.7696 0.7207 -4.7469 -1.359 -0.727 1.895 0.2611
S 1.0496 -1.5491 -4.2750 0.242 0.858 1.377 0.2715
C 0.2328 -1.9563 -2.7201 -2.262 0.723 -1.926 -0.1141
C -0.9217 -2.8403 -3.0154 0.876 0.987 10.258 -0.2298
C -1.6249 -3.2850 -1.6442 0.610 2.950 -0.073 -0.0988
C -1.4711 -2.3612 -0.3451 1.723 -4.857 -12.485 -0.4950
C -0.5597 -1.4405 -0.6333 0.277 4.370 9.435 -0.1403
C 0.3567 -1.0877 -1.5213 -1.995 -4.693 -4.665 0.0861
H -0.4701 -0.8316 0.4879 0.108 -0.806 -3.281 0.2460
S -2.3992 -2.7730 0.8511 3.241 7.027 11.538 2.3555
O -3.2446 -3.8051 0.7003 -4.335 -6.318 -2.241 -0.9133
O -1.4879 -2.7987 2.0654 -1.909 -0.072 -3.221 -0.9421
N -3.3798 -1.3055 1.0907 0.873 -4.489 -3.276 -0.6872
C -4.7684 -1.5898 0.9411 -0.727 -3.434 -3.230 -0.2415
H -4.8960 -2.5967 0.0324 0.051 3.461 2.943 0.2278
C -5.4877 -1.8933 2.1759 12.833 -4.628 4.681 -0.0326
O -4.9205 -1.1644 3.3035 -6.850 1.484 -0.843 -0.5149
C -3.6601 -0.8002 3.3070 1.974 -2.306 6.503 -0.1438
H -3.3993 -0.0310 3.9929 -0.760 1.269 0.893 0.1969
C -3.0353 -0.5182 2.1558 6.439 6.855 -6.465 -0.2207
H -1.7079 -0.4230 2.1419 -4.353 -0.169 0.676 0.2870
H -3.3637 0.6242 1.6999 0.822 -2.440 1.568 0.1710
H -3.1882 -1.6304 3.8366 1.097 -0.629 -0.227 0.1695
H -6.4018 -1.9827 2.1126 -9.290 0.172 -0.077 0.1701
H -5.0750 -3.0084 2.6502 -1.436 2.005 -2.038 0.1307
H -5.3153 -0.7632 0.6175 -0.339 1.867 -1.622 0.1948
H -2.3530 -4.1079 -1.4422 0.686 0.595 -1.099 0.2338
H -0.9645 -3.5104 -3.7776 -0.142 -1.363 -2.441 0.2219
H 1.8939 -0.5978 0.3592 0.315 -3.706 3.352 0.2414
H 2.7594 0.5903 -0.4454 4.638 1.703 -0.797 0.2297
H 2.0096 2.7021 -0.7387 -2.565 0.772 2.728 0.3424
H -0.2792 4.0893 -0.2688 2.226 0.896 1.254 0.1972
H 0.2533 3.5338 1.5818 0.390 1.589 -2.860 0.1558
H 2.1613 4.9891 -0.2557 2.647 0.658 -3.350 0.1817
C 4.8439 3.7410 0.2279 -5.609 13.083 6.535 -0.1520
C 5.1196 2.9166 -0.7157 3.210 -10.515 -3.195 -0.6657
H 4.4120 2.5126 -1.3328 -2.362 -0.369 -1.618 0.2289
H 5.5563 1.9030 -0.2641 -1.164 1.031 0.145 0.1967
H 5.9934 2.9159 -1.2417 2.381 1.826 -1.813 0.2575
H 4.1985 4.8106 -0.3477 2.237 -2.595 1.270 0.1410
H 5.6331 4.2571 0.7919 0.476 -0.389 -0.535 0.2012
H 4.5971 3.5121 3.0313 2.317 3.980 5.115 0.1540
H 5.3582 2.2810 1.9854 -2.882 1.505 1.263 0.0830
```
Positions in Å, forces in eV/Å.



# 4
Computed, not measured: a single C21H32N6O3 molecule, with ωB97M-V/def2-TZVPD.

Values from the calculation:
SMILES   COc1ccc(CCn2nnnc2[C@@H](C(C)C)N2CCC(C(N)=O)CC2)cc1OC
HOMO energy   -8.1 eV
Kohn-Sham gap   8.7 eV
Charge   0
E_LUMO   0.59 eV

```
62
Properties=species:S:1:pos:R:3:forces:R:3:nbo_charge:R:1
C -3.9705 -2.0603 -1.1042 -0.359 0.090 -0.452 -0.2391
O -3.4708 -2.1667 0.2113 0.286 -0.102 0.302 -0.4964
C -2.1538 -2.3792 0.4664 0.033 0.005 0.147 0.2459
C -1.8143 -2.2700 1.8131 -0.054 -0.013 -0.256 -0.2448
C -0.5176 -2.4388 2.2583 0.063 -0.099 -0.107 -0.2282
C 0.4860 -2.7503 1.3558 -0.013 -0.080 0.102 -0.0395
C 1.9204 -2.8730 1.7912 -0.066 0.223 -0.081 -0.4244
C 2.6612 -1.5354 1.6270 0.192 -0.505 0.598 -0.2046
N 2.6991 -1.1520 0.2433 -0.171 1.073 -1.156 -0.1963
N 3.0605 -2.0231 -0.7060 0.337 -0.947 0.869 -0.0859
N 2.9547 -1.4424 -1.8257 0.203 -0.411 -0.791 -0.0652
N 2.5378 -0.1946 -1.6810 -0.237 0.935 0.118 -0.3260
C 2.3765 0.0051 -0.3898 0.191 -0.755 0.366 0.3519
C 1.9353 1.2865 0.2341 -0.064 0.448 -0.183 -0.0892
C 2.6774 2.4629 -0.4426 0.080 0.035 0.330 -0.1958
C 2.1927 3.7838 0.1443 -0.026 -0.189 -0.239 -0.6105
C 4.1858 2.3169 -0.2613 -0.215 -0.065 -0.206 -0.6133
N 0.4949 1.4941 0.1660 0.016 -0.128 0.150 -0.4537
C -0.1444 1.0392 -1.0533 -0.180 0.279 -0.269 -0.2342
C -1.5043 1.7163 -1.1881 0.104 -0.309 0.041 -0.3834
C -2.3752 1.3631 0.0216 -0.069 0.186 -0.050 -0.3221
C -3.7491 2.0095 -0.0997 0.498 -0.183 0.094 0.6859
N -3.7641 3.3583 0.0143 -0.093 0.499 0.055 -0.8314
O -4.7591 1.3759 -0.3059 -0.399 -0.334 -0.096 -0.6153
C -1.6321 1.7431 1.3028 0.090 -0.326 0.022 -0.3835
C -0.2607 1.0673 1.3259 -0.164 0.130 0.160 -0.2261
C 0.1548 -2.8919 0.0136 -0.052 -0.020 -0.098 -0.3166
C -1.1374 -2.6992 -0.4570 -0.156 0.023 -0.147 0.3003
O -1.4662 -2.8085 -1.7828 -0.246 0.069 0.549 -0.5214
C -0.4466 -3.0778 -2.7158 0.224 -0.028 -0.202 -0.2557
H -3.9460 -3.0216 -1.6224 0.008 0.093 0.042 0.1787
H -3.4243 -1.3188 -1.6893 -0.047 -0.030 0.045 0.1800
H -5.0002 -1.7259 -0.9844 0.078 -0.010 -0.044 0.2021
H -2.6100 -2.0320 2.5009 -0.130 0.034 0.074 0.2293
H -0.2920 -2.3286 3.3086 0.026 0.001 0.148 0.2101
H 2.4349 -3.6231 1.1892 0.027 -0.009 0.134 0.2356
H 1.9734 -3.1625 2.8412 0.052 -0.029 -0.006 0.2217
H 3.6896 -1.6349 1.9912 -0.127 0.100 0.004 0.2162
H 2.1533 -0.7483 2.1887 0.070 -0.046 -0.097 0.2167
H 2.2188 1.2806 1.2937 -0.014 0.032 -0.083 0.2104
H 2.4485 2.4350 -1.5106 -0.025 -0.037 -0.007 0.2154
H 2.4610 3.8531 1.1967 0.042 0.049 0.187 0.1952
H 2.6468 4.6185 -0.3832 0.079 0.125 -0.013 0.2105
H 1.1130 3.8542 0.0568 -0.069 0.105 0.034 0.2246
H 4.5510 1.4094 -0.7360 0.121 -0.070 -0.028 0.2173
H 4.4450 2.2870 0.7963 0.048 0.023 0.146 0.1954
H 4.6982 3.1616 -0.7145 0.107 0.073 -0.011 0.2175
H -0.2892 -0.0559 -1.0483 0.071 0.034 -0.066 0.1743
H 0.4911 1.2937 -1.9020 -0.062 -0.084 -0.012 0.2246
H -1.3560 2.7965 -1.2434 0.006 0.054 -0.054 0.1956
H -1.9882 1.3880 -2.1091 -0.042 0.023 -0.049 0.2182
H -2.5441 0.2831 0.0316 -0.088 0.053 -0.024 0.2349
H -2.9306 3.8979 0.1561 -0.002 -0.031 0.007 0.3907
H -4.6422 3.8398 -0.0820 0.029 -0.047 -0.016 0.4046
H -1.4800 2.8228 1.3548 0.011 0.055 0.060 0.1913
H -2.2059 1.4305 2.1763 -0.055 0.047 0.055 0.2181
H -0.3960 -0.0270 1.3567 0.042 0.069 0.026 0.1895
H 0.2733 1.3776 2.2287 0.011 -0.060 -0.006 0.1957
H 0.9342 -3.1680 -0.6788 0.018 0.002 -0.097 0.2359
H 0.3362 -2.3125 -2.7025 -0.013 -0.032 0.043 0.1896
H -0.9381 -3.0683 -3.6874 0.075 -0.029 0.029 0.2005
H 0.0042 -4.0609 -2.5491 0.003 0.041 0.006 0.1782
```
Positions in Å, forces in eV/Å.